(1)
Formula: C4H7FO
Source: OMol25
Level of theory: the ωB97M-V functional and the def2-TZVPD basis

Kohn-Sham gap   0.3990 Ha
Calculated total energy   -9025.359 eV
2S+1   1
SMILES   CC(C)(F)C=O

```
13
Properties=species:S:1:pos:R:3:forces:R:3
C 1.35533 0.97971 -0.16979 0.1004 -0.8795 4.4053
C 0.31778 -0.17775 -0.24081 -1.4700 2.1924 0.7362
C -0.52873 -0.39495 -1.47425 0.6261 0.0396 -1.0517
C -0.62060 0.25211 0.91342 0.2927 0.4372 -0.2003
H 2.01031 1.07367 -0.95953 1.0027 0.4028 -2.0614
H 0.99427 1.97365 0.27321 0.0461 -1.3679 -1.2501
H 2.03701 0.61470 0.70757 -0.9665 0.6286 -1.4281
H -0.49447 0.33108 -2.30205 0.2496 0.4390 0.8446
H -0.19663 -1.26831 -1.99978 0.0691 -0.9107 0.0431
H -1.55716 -0.48790 -1.17774 -0.4696 -0.2195 -0.0006
H -0.06627 0.22361 1.83192 0.4362 -0.2804 1.2133
O -1.72388 0.71298 0.88722 -0.1850 -0.2869 -0.6180
F 0.88015 -1.34656 0.26192 0.2682 -0.1947 -0.6322
```
Positions in Å, forces in eV/Å.

=====

(2)
Formula: C44H50N7O7Ti
Source: OMol25
Level of theory: the ωB97M-V functional and the def2-TZVPD basis

Kohn-Sham gap (spin up / spin down)   0.1776 / 0.2762 Ha
Calculated total energy   -94326.269 eV
2S+1   3
Charge   -1

```
109
Properties=species:S:1:pos:R:3:forces:R:3
Ti -0.79610 -0.79648 -0.01228 -1.8221 -1.7592 0.3389
C -0.67151 -5.12872 -0.95725 0.0104 -0.0893 -0.0625
C -1.77592 -4.57596 -1.81565 0.1051 -0.1198 -0.0257
C -2.74559 -5.42310 -2.33543 -0.0272 0.0146 -0.0484
C -3.80401 -4.93513 -3.09684 0.0867 -0.0317 0.0408
C -3.88524 -3.57389 -3.32511 0.0478 0.0797 -0.0075
C -2.91942 -2.69485 -2.82821 -0.1549 0.0744 -0.0555
C -3.06336 -1.22250 -3.13853 -0.0342 -0.1269 0.0855
C -1.84603 -3.19049 -2.07140 0.0227 0.6413 -0.2425
N -0.88201 -2.32569 -1.50980 0.6158 -0.5248 -0.0413
C 0.43321 -2.60509 -1.83410 -0.1846 -0.0124 0.1766
O 0.83214 -3.04368 -2.92312 0.0587 0.0078 0.0760
C 1.34817 -2.35171 -0.68758 -0.3995 -0.2214 0.1739
C 2.71638 -2.48972 -0.67082 0.2363 0.0357 0.2187
C 3.41516 -2.25589 0.52082 -0.1706 0.0485 0.0427
C 2.69547 -1.82826 1.67997 0.4754 -0.0835 -0.1682
C 1.34794 -1.69386 1.60634 -0.4766 -0.0528 -0.1793
N 0.65875 -2.02034 0.46628 0.9344 -0.0868 -0.1441
C 0.44724 -1.09226 2.65219 -0.3161 -0.1257 -0.1447
O 0.78975 -0.94577 3.82688 0.0794 0.0279 -0.0338
N -0.76535 -0.77412 2.10682 0.2981 0.1444 0.5066
C -1.75646 -0.24563 2.98148 0.1830 -0.1620 -0.1228
C -1.70966 1.07049 3.45814 0.0198 0.1506 0.0360
C -0.47640 1.91308 3.27631 -0.1068 0.0387 0.0946
C -2.79102 1.57241 4.18280 0.0595 -0.0221 -0.0110
C -3.89062 0.78043 4.47768 0.0568 -0.0300 -0.0338
C -3.88257 -0.55122 4.08868 0.0040 0.0246 -0.0137
C -2.81500 -1.07736 3.36700 -0.1255 -0.0913 0.0118
C -2.74072 -2.55517 3.09560 -0.0181 0.0048 0.0751
H -0.88605 -6.16221 -0.67846 -0.0035 0.0291 0.0137
H 0.28931 -5.10795 -1.47980 -0.0736 -0.0074 -0.0066
H -0.54629 -4.53045 -0.05322 -0.0066 0.0336 0.0479
H -2.67306 -6.48682 -2.13021 -0.0022 0.0255 -0.0025
H -4.55411 -5.60860 -3.49812 0.0419 0.0253 0.0311
H -4.70698 -3.16943 -3.91333 0.0734 -0.0276 0.0532
H -4.02254 -0.84066 -2.77484 0.0165 0.0029 0.0229
H -2.25102 -0.64380 -2.70737 0.0422 0.0252 -0.0118
H -3.05276 -1.05659 -4.21729 -0.0122 -0.0220 -0.0314
H 3.22252 -2.77134 -1.58814 -0.0049 -0.0083 0.0541
H 4.49108 -2.37317 0.55820 -0.0287 0.0140 0.0059
H 3.19604 -1.57290 2.60714 0.0031 -0.0215 -0.0593
H -0.11036 1.88996 2.25731 0.0568 -0.0280 -0.2080
H -0.67200 2.95260 3.54922 -0.0016 -0.0309 0.0006
H 0.32992 1.52175 3.90143 -0.0319 -0.0070 -0.0004
H -2.75436 2.59974 4.53420 0.0038 -0.0471 -0.0310
H -4.72805 1.18723 5.03348 0.0253 -0.0122 -0.0233
H -4.70737 -1.20242 4.36190 0.0232 0.0102 -0.0063
H -2.05565 -3.01914 3.81204 -0.0148 0.0051 -0.0279
H -3.71927 -3.02470 3.21338 -0.0060 -0.0018 -0.0060
H -2.34679 -2.76853 2.10724 -0.0038 -0.0021 -0.1026
C -4.44683 -3.53227 0.07699 -0.0500 0.1047 -0.0112
O -4.95328 -2.19925 -0.11882 -0.1430 -0.2447 0.0476
C -4.10800 -1.17620 -0.06599 -0.0350 0.0027 0.1912
O -2.90544 -1.26629 0.11230 -0.0057 -0.0752 -0.0900
N -4.76781 -0.01603 -0.21083 -0.0417 0.1227 -0.1169
N -4.11767 1.21413 -0.33666 -0.1217 -0.0305 0.0773
H -4.78111 -3.88044 1.04962 -0.0258 -0.0146 0.0919
H -3.36671 -3.55002 0.01731 0.0883 0.0451 0.0173
H -4.86190 -4.14277 -0.71750 -0.0073 -0.0200 -0.0187
H -5.73973 -0.05676 -0.45213 -0.0932 0.0637 -0.0290
H -3.33456 1.10398 -0.97101 0.0296 0.0339 -0.0603
H -3.70075 1.43709 0.56051 0.0631 0.0510 0.0691
C -0.25175 -0.78125 -5.16234 0.0802 -0.0786 0.0217
N 0.99675 -0.27171 -4.61393 0.0700 0.0374 -0.0568
C 2.22572 -0.69425 -5.26830 -0.1350 -0.0462 0.0372
C 0.98616 0.11265 -3.30930 -0.0512 -0.3977 0.1118
C 2.32313 0.41669 -2.67421 0.0432 0.1419 -0.1420
O -0.06769 0.18508 -2.68037 0.2271 0.3913 -0.1769
H -0.46938 -1.78125 -4.77090 0.0344 0.0324 -0.0143
H -0.16867 -0.81457 -6.24919 0.0009 -0.0157 0.0236
H -1.06274 -0.11675 -4.88506 -0.0345 0.0504 0.0183
H 2.04295 -0.75178 -6.33967 -0.0057 0.0123 -0.0311
H 2.55363 -1.67972 -4.92079 -0.0529 -0.0039 0.0244
H 3.02557 0.02363 -5.10628 0.0018 0.0441 0.0217
H 3.03730 -0.38860 -2.84709 -0.0369 0.0199 0.0100
H 2.18053 0.53227 -1.60778 -0.0402 0.0207 0.0375
H 2.73101 1.34390 -3.09202 0.0056 -0.0803 0.0250
C 5.34011 5.00790 3.85492 0.0069 -0.0465 -0.0453
C 5.15811 3.92887 2.81482 -0.1353 0.0317 0.0550
C 6.24666 3.16912 2.40714 -0.0019 -0.0438 -0.0299
C 6.08205 2.12733 1.50166 0.0423 0.0249 0.0264
C 4.83723 1.88540 0.95496 0.0737 0.0197 -0.0963
C 3.74498 2.67035 1.32205 -0.2887 -0.1098 -0.2719
N 2.49982 2.36894 0.71858 0.3676 0.1173 0.3249
C 1.67859 3.25825 0.07187 0.5412 0.3973 -0.0930
C 2.10909 4.56773 -0.23084 0.0624 -0.3063 0.2379
C 1.27332 5.45508 -0.86863 -0.0463 0.1786 -0.1060
C -0.01680 5.09240 -1.24312 -0.0668 -0.1954 0.0603
C -0.43394 3.79928 -0.97664 -0.2361 0.3868 -0.1910
C 0.39190 2.88880 -0.34145 -0.2834 -0.5895 0.0124
C -0.10162 1.49758 -0.16986 0.3640 1.2709 -0.1714
O -1.31632 1.19929 -0.25645 -0.7841 0.8039 -0.2227
O 0.71135 0.56899 0.05860 1.1235 0.1596 -0.0059
C 3.87839 3.66156 2.29871 -0.0258 0.0507 0.2228
C 2.67697 4.36828 2.88054 0.0832 0.0062 -0.0844
H 6.39730 5.14847 4.07999 -0.0102 0.0016 -0.0072
H 4.83083 4.75324 4.78888 0.0176 -0.0082 -0.0441
H 4.93109 5.96534 3.52206 0.0069 -0.0435 -0.0056
H 7.22660 3.37976 2.82307 -0.0408 -0.0151 -0.0216
H 6.92718 1.51384 1.21046 -0.0306 0.0405 0.0272
H 4.69066 1.09089 0.22913 0.0038 0.0649 0.0564
H 2.26923 1.39177 0.59385 -0.0893 -0.0217 0.1216
H 3.11824 4.85842 0.03338 -0.0399 0.0094 0.0049
H 1.64001 6.45021 -1.09590 -0.0065 -0.0166 0.0217
H -0.67108 5.79459 -1.73986 -0.0081 0.0088 -0.0196
H -1.41994 3.45938 -1.26842 0.0119 0.0128 0.0010
H 2.59702 5.40655 2.54404 0.0181 -0.0292 -0.0300
H 2.74675 4.38555 3.96951 0.0189 0.0042 -0.0114
H 1.74812 3.86520 2.62067 0.0332 -0.0391 -0.0480
```
Positions in Å, forces in eV/Å.

=====

(3)
Formula: C41H31Br2F25NO5PS2
Source: OMol25
Level of theory: the ωB97M-V functional and the def2-TZVPD basis

Kohn-Sham gap   0.2986 Ha
Calculated total energy   -293728.359 eV
2S+1   1
SMILES   Cc1ccc(Cc2c(N=C=S)cc3c(c2F)C(=O)c2ccc([PH2]=S)c([C@@H](Br)[C@@H](C)Br)c2C3=O)cc1.FC(F)C(F)(F)COC(F)(F)C(F)F.FC(F)C(F)(F)COC(F)(F)C(F)F.FC(F)C(F)(F)COC(F)(F)C(F)F

```
108
Properties=species:S:1:pos:R:3:forces:R:3
C -0.69998 1.74236 0.73254 -0.2286 -0.4895 -0.7727
C -1.44429 0.42436 0.84476 -0.2257 0.3897 0.3107
C -0.81440 -0.81658 0.72507 0.5865 0.6632 -0.2048
C -1.51219 -1.99821 0.78470 0.1442 -0.2581 -0.0583
C -2.89782 -2.00859 0.98253 0.4733 -0.6614 0.2237
C -3.64231 -3.34985 0.97913 0.4062 0.7042 -0.6546
C -3.94364 -3.67957 -0.49272 -0.2811 0.4197 2.0025
C -5.02554 -3.04427 -1.10554 -0.0413 0.2220 -0.9209
N -5.88079 -2.12517 -0.38205 -0.6709 -1.0160 -0.0688
C -6.74199 -2.68576 0.28042 1.0996 -0.0457 0.7962
S -7.52930 -3.50525 1.35663 -0.4309 0.4103 -0.4320
C -5.31007 -3.26013 -2.44205 0.0115 -0.1348 -0.3523
C -4.48424 -4.11854 -3.14131 0.3291 -0.1449 -0.8842
C -3.42590 -4.77353 -2.54284 1.0179 -0.7084 -0.1429
C -3.14976 -4.55605 -1.20131 -0.7104 0.1376 -0.6310
F -2.12206 -5.17163 -0.61532 -0.0152 0.0853 0.0948
C -2.57873 -5.67880 -3.41420 -0.3176 0.1466 -0.0170
O -2.17265 -6.76300 -3.06972 0.1170 0.6069 -0.1546
C -2.32601 -5.08353 -4.79319 -0.1324 -0.4509 0.9234
C -1.07099 -5.17959 -5.36041 -0.0825 -0.0251 -0.3263
C -0.89597 -4.56110 -6.58192 0.6729 -0.0976 0.1695
C -1.92366 -3.86941 -7.20507 0.2234 0.6749 -0.5879
P -1.44127 -3.08282 -8.79166 -0.6758 -0.4317 -0.4642
S -1.78650 -4.14945 -10.37068 0.0835 -0.0130 0.0544
C -3.21156 -3.78927 -6.66112 -0.0816 -0.6090 0.1340
C -4.31509 -3.05822 -7.41050 0.5139 0.2620 0.1847
Br -5.70195 -4.29205 -8.06845 0.4152 0.1888 -0.0518
C -4.88867 -1.76077 -6.73349 -1.0366 -0.2612 -0.7296
C -6.40249 -1.77221 -6.44662 0.5128 0.9397 0.8509
Br -3.87413 -1.17167 -5.16060 -0.1407 -0.0706 -0.1918
C -3.37735 -4.42225 -5.41868 -0.6654 0.1655 -0.1088
C -4.66902 -4.40504 -4.62565 -0.4528 0.0850 0.8170
O -5.77705 -4.65302 -5.04003 0.5066 0.3341 -0.2044
C -3.52030 -0.79164 1.13757 -0.3860 1.4452 0.1102
C -2.80719 0.43083 1.07857 -0.1491 -0.8864 -0.2605
H -0.28914 2.08264 1.68530 0.0767 -0.0997 -0.1795
H 0.07472 1.61139 -0.03320 0.1770 0.1996 0.4668
H -1.36919 2.51228 0.32813 0.0573 -0.0972 0.3028
H 0.26141 -0.81541 0.54893 -0.1663 -0.1659 0.0662
H -0.94156 -2.91740 0.65694 -0.3144 -0.0046 0.0711
H -3.00095 -4.12116 1.41401 -0.2221 0.1006 -0.0400
H -4.55722 -3.24853 1.56626 0.0742 -0.2376 -0.1139
H -6.12074 -2.77215 -2.97485 0.0308 0.0168 0.3188
H -0.25315 -5.70056 -4.87220 -0.2309 0.0165 0.0069
H 0.09411 -4.60267 -7.03500 -0.2201 0.0714 -0.0560
H -0.08652 -2.70514 -8.63231 -0.3245 0.0857 0.3232
H -2.18176 -1.87552 -8.82790 0.5640 0.0597 0.3045
H -3.86102 -2.72468 -8.34264 -0.3137 -0.1316 0.1020
H -4.76281 -0.94588 -7.45281 0.3425 -0.1607 0.2054
H -6.69442 -2.54070 -5.72924 -0.0560 -0.1275 -0.4222
H -6.96639 -1.79256 -7.38045 0.0761 -0.3749 0.1562
H -6.62683 -0.80434 -5.97279 -0.0090 -0.2104 -0.1382
H -4.59350 -0.70851 1.29793 0.1279 -0.2781 -0.0174
H -3.30380 1.39310 1.17775 -0.1659 -0.2860 0.0402
C -5.86310 1.71393 6.06048 -0.3190 0.5247 -0.2887
C -5.92900 0.63425 7.15980 0.0443 -0.3228 -0.7229
C -4.88419 0.69989 8.27818 0.0089 -0.0347 0.5437
F -3.62775 0.57602 7.81672 0.0041 0.0375 -0.2244
F -5.09121 -0.31959 9.14582 -0.1773 0.0136 -0.0856
F -5.93002 -0.58592 6.58242 0.1328 -0.0187 0.1085
F -7.14386 0.77797 7.76408 0.1077 0.2371 0.1848
O -5.22169 1.38796 4.82975 0.4774 -0.5348 0.4162
C -3.84988 1.51801 4.68975 -0.7222 0.6355 0.3521
C -3.16275 0.16932 4.45673 0.3609 -0.5771 -0.1049
F -3.41386 -0.69245 5.46319 -0.1996 0.1501 0.1183
F -1.81846 0.32052 4.39796 -0.0516 0.3898 -0.0309
F -3.32848 2.19102 5.73314 0.2359 -0.1592 -0.0111
F -3.64555 2.28785 3.59797 0.1345 -0.1524 -0.0942
H -6.89946 1.88307 5.76912 0.0022 -0.1642 0.0058
H -5.51546 2.67031 6.45177 0.2227 -0.1351 0.1375
H -4.96745 1.64012 8.83069 -0.0650 0.0370 -0.0746
H -3.49492 -0.27527 3.52251 -0.1532 0.0935 -0.0796
C 4.42453 4.33167 0.13790 -0.2501 0.6377 0.0524
C 5.60763 3.46843 -0.34565 -0.2060 0.0126 0.7497
C 5.30300 2.37393 -1.37263 0.2485 -0.1977 -0.4795
F 4.43450 1.45990 -0.90771 -0.0984 0.0867 0.1869
F 6.44740 1.71611 -1.67825 0.0788 0.1721 0.0722
F 6.24545 2.94956 0.72814 -0.0366 -0.1653 -0.1000
F 6.48853 4.32345 -0.94186 -0.1252 -0.0310 -0.2489
O 3.80879 3.99719 1.37881 0.2757 -0.8142 -0.1861
C 2.81166 3.03818 1.43951 0.1199 0.9935 -0.5364
C 3.23116 1.81482 2.26111 0.0517 -0.3267 0.3992
F 4.34466 1.24693 1.76377 0.0190 0.1164 -0.1515
F 2.24737 0.88665 2.22791 -0.1141 0.1527 -0.0716
F 2.39063 2.70826 0.20381 0.0385 -0.2588 0.0830
F 1.76327 3.62035 2.05943 0.0047 -0.1999 0.2057
H 4.85109 5.31728 0.32437 0.1117 -0.0911 0.0669
H 3.68528 4.48354 -0.64889 0.0045 -0.2905 -0.0646
H 4.90235 2.80801 -2.29303 -0.0097 0.0966 0.0512
H 3.42030 2.09852 3.29852 -0.0752 0.1247 -0.0306
C 9.20884 3.99332 1.65462 -0.3339 -0.3559 -0.3564
C 9.67581 5.42092 2.00188 -0.3810 -0.3770 0.5810
C 11.15959 5.74763 1.80917 0.2885 0.4112 -0.2320
F 11.95857 4.98188 2.57244 -0.1180 -0.1707 0.0773
F 11.38601 7.03555 2.16505 -0.1908 0.0049 -0.0352
F 9.28506 5.72090 3.25962 0.1650 0.0433 0.0110
F 8.98759 6.26007 1.17352 0.2095 -0.0340 -0.2382
O 9.06847 3.05859 2.72296 0.6044 0.4369 0.3875
C 10.15566 2.33321 3.17670 -0.5256 0.0910 -0.9802
C 10.51905 2.67571 4.62536 0.0379 -0.0106 0.4905
F 10.78675 3.98604 4.77141 -0.0201 0.0504 -0.1681
F 11.62541 1.98877 4.99218 -0.0479 -0.1142 -0.1576
F 11.20128 2.46227 2.33982 0.1834 0.0174 0.2303
F 9.79392 1.03251 3.14048 0.0442 -0.0374 0.2569
H 8.19365 4.10742 1.28193 -0.0053 0.1009 0.1382
H 9.77025 3.56936 0.82161 0.2620 0.0845 0.1299
H 11.44932 5.62752 0.76147 -0.0906 -0.0494 -0.0182
H 9.69782 2.41376 5.29580 -0.0551 -0.0812 -0.1139
```
Positions in Å, forces in eV/Å.

=====

> What is the calculated total energy in the first record?

-9025.359 eV

=====

> Which of these has the highest calculated total energy?

C4H7FO